This record from OMol25 describes a molecular structure, C25H33N3O3S. The level of theory is ωB97M-V/def2-TZVPD.

```
65
Properties=species:S:1:pos:R:3:nbo_charge:R:1
C -1.032 -3.034 -1.300 -0.598
H -0.971 -4.219 -1.273 0.205
C 0.362 -2.488 -1.357 -0.443
C 0.132 -0.935 -1.359 -0.170
N 1.196 -0.232 -1.656 -0.506
C 2.334 -0.238 -0.639 -0.206
H 3.087 -0.821 -0.998 0.166
H 1.942 -0.856 0.276 0.195
C 3.089 0.928 -0.217 -0.419
C 4.027 0.788 0.960 -0.516
H 5.073 0.131 0.621 0.151
H 3.735 0.281 1.738 0.196
H 4.362 1.648 1.157 0.195
H 3.606 1.503 -0.964 0.204
H 2.256 1.568 0.164 0.194
C 1.917 0.030 -2.993 -0.152
H 2.698 0.506 -2.928 0.162
C 0.971 0.637 -4.022 -0.475
C 0.887 1.961 -3.654 -0.240
N 0.445 2.466 -2.417 -0.641
C -0.915 2.322 -2.152 0.710
O -1.708 2.671 -2.918 -0.545
C -0.979 2.325 -0.557 -0.169
C -1.893 1.493 -0.132 -0.225
C -1.841 0.735 1.230 0.277
C -1.197 1.695 2.174 -0.321
C -0.544 2.748 1.582 -0.216
C -0.154 2.946 0.363 -0.231
H 0.366 3.897 -0.152 0.250
H 0.172 3.346 2.393 0.232
S -1.080 1.246 3.901 1.483
O -0.253 2.115 4.427 -0.993
C -0.199 -0.155 3.438 -0.436
C 1.001 -0.262 3.641 -0.179
C 1.775 -1.367 3.282 -0.144
C 1.358 -2.404 2.776 -0.253
C -0.176 -2.493 2.355 -0.073
C -0.857 -0.920 2.771 -0.047
C -2.300 -1.111 2.417 0.706
O -2.924 -1.927 2.711 -0.482
N -2.901 0.094 1.782 -0.582
C -4.083 0.166 1.232 -0.135
C -4.502 -1.088 0.123 -0.556
H -4.389 -2.079 0.525 0.204
H -5.458 -1.157 -0.136 0.204
H -4.021 -1.008 -0.556 0.138
H -4.596 0.949 0.977 0.209
H -4.982 -0.286 2.257 0.160
H -0.602 -3.245 1.898 0.176
H 1.840 -3.232 2.291 0.223
H 2.909 -1.524 3.606 0.213
H 1.604 0.500 4.272 0.243
H -2.602 0.654 -0.659 0.225
H 0.914 2.083 -1.665 0.383
H -0.029 2.539 -4.354 0.227
H 1.854 2.761 -3.831 0.207
H -0.025 0.010 -4.040 0.222
H 1.483 0.453 -5.033 0.244
H 2.234 -1.128 -3.213 0.162
H -0.242 -0.416 -0.198 0.192
H -0.666 -0.648 -2.086 0.199
H 0.722 -2.591 -2.447 0.190
H 1.016 -2.862 -0.735 0.199
H -1.672 -2.666 -2.282 0.207
H -1.577 -2.802 -0.417 0.198
```

LUMO energy: -0.72 eV
energy above the lowest of the compared OMol25 structures with the same formula, charge and spin: 615.29 kcal/mol
HOMO-LUMO gap: 7.02 eV

This record from OMol25 describes 2 unconnected molecules or ions with the total composition C7H12FNO5. The level of theory is ωB97M-V/def2-TZVPD.

```
26
Properties=species:S:1:pos:R:3:nbo_charge:R:1
O 1.077 0.451 3.115 -0.487
C 0.724 0.763 1.848 0.918
O 1.564 1.611 0.944 -0.133
F 1.767 2.704 1.690 -0.089
O -0.599 0.290 1.327 -0.526
C -1.519 1.391 1.691 -0.135
C -3.171 0.791 1.372 0.159
C -4.419 1.906 1.801 -0.424
O -4.046 0.528 2.628 -0.495
H -1.492 1.610 2.841 0.239
H -1.443 2.335 1.004 0.216
H -3.335 0.099 0.336 0.260
H -3.553 2.731 1.802 0.157
H -4.766 2.224 2.852 0.338
C 1.662 -1.405 -0.757 -0.404
N 1.906 -1.756 -2.140 -0.438
C 2.404 -0.739 -3.042 -0.418
C 1.679 -3.028 -2.623 0.528
O 1.863 -3.392 -3.777 -0.613
H 0.919 -0.603 -0.721 0.190
H 2.598 -1.059 -0.309 0.196
H 1.290 -2.264 -0.192 0.216
H 1.692 -0.613 -3.864 0.214
H 3.363 -1.067 -3.454 0.216
H 2.533 0.212 -2.518 0.203
H 1.302 -3.721 -1.853 0.109
```

LUMO energy: -1.36 eV
SMILES: O=C(OF)OC[C@@H]1CO1.CN(C)C=O
HOMO-LUMO gap: 7.87 eV